A | Molecular formula: C5H12N2O
Method: DFT, ωB97M-V/def2-TZVPD

Calculated values
Net charge: 0
E_LUMO: 1.0 eV
HOMO energy: -0.324 Ha
SMILES: C[C@H](N)C(=O)N(C)C
Frontier orbital gap: 9.78 eV

Last columns: bonded neighbours and bond lengths (Å).
Geometry (Å):
1 C 1.00 1.54 -1.42  C2 1.507, H9 1.069, H10 1.139, H11 1.130
2 C -0.34 0.97 -1.03  C1 1.507, N3 1.510, C4 1.538, H12 1.151
3 N -1.48 1.91 -0.73  C2 1.510, H13 0.962, H14 0.975
4 C -0.21 0.28 0.34  C2 1.538, O5 1.202, N6 1.448
5 O -0.19 0.75 1.45  C4 1.202
6 N -0.06 -1.16 0.30  C4 1.448, C7 1.472, C8 1.455
7 C 1.23 -1.54 0.91  N6 1.472, H15 1.121, H16 1.110, H17 1.152
8 C -1.18 -1.81 0.95  N6 1.455, H18 1.016, H19 1.079, H20 1.086
9 H 0.98 1.92 -2.42  C1 1.069
10 H 1.34 2.34 -0.68  C1 1.139
11 H 1.80 0.74 -1.41  C1 1.130
12 H -0.63 0.45 -2.02  C2 1.151
13 H -1.41 2.74 -1.22  N3 0.962
14 H -1.47 2.06 0.23  N3 0.975
15 H 1.35 -2.65 0.96  C7 1.121
16 H 2.07 -1.11 0.33  C7 1.110
17 H 1.37 -1.18 2.00  C7 1.152
18 H -2.09 -1.64 0.55  C8 1.016
19 H -1.06 -1.74 2.02  C8 1.079
20 H -1.01 -2.89 0.91  C8 1.086

---

B | Molecular formula: C5H12N2O
Method: DFT, ωB97M-V/def2-TZVPD

Calculated values
Net charge: 0
E_LUMO: -1.3 eV
HOMO energy: -0.334 Ha
Frontier orbital gap: 7.76 eV

Last columns: bonded neighbours and bond lengths (Å).
Geometry (Å):
1 C -3.06 0.35 -0.63  C2 1.455, H10 1.077, H11 1.080
2 C -1.98 0.23 0.34  C1 1.455, N3 1.452, O8 1.215
3 N -0.74 0.67 -0.28  C2 1.452, C5 1.465, H12 1.013
4 C 0.67 -1.37 0.27  C5 1.527, H13 1.088, H14 1.093, H15 1.093
5 C 0.49 0.14 0.32  N3 1.465, C4 1.527, C6 1.537, H16 1.094
6 C 1.70 0.97 -0.14  C5 1.537, N7 1.457, H17 1.097, H18 1.088
7 N 2.98 0.50 0.38  C6 1.457, H19 1.009, H20 1.010
8 O -1.92 0.11 1.55  C2 1.215
9 H -2.14 -1.38 -1.03  no bonds
10 H -4.00 -0.16 -0.52  C1 1.077
11 H -2.88 1.06 -1.42  C1 1.080
12 H -0.91 0.58 -1.27  N3 1.013
13 H 1.31 -1.67 1.10  C4 1.088
14 H 1.10 -1.72 -0.67  C4 1.093
15 H -0.34 -1.77 0.42  C4 1.093
16 H 0.28 0.44 1.35  C5 1.094
17 H 1.67 0.92 -1.23  C6 1.097
18 H 1.59 2.02 0.13  C6 1.088
19 H 3.05 0.49 1.38  N7 1.009
20 H 3.14 -0.42 -0.02  N7 1.010

---

According to the calculations, the structures order from most to least stable as A, B.

---

A | Molecular formula: C5H12NOS
Method: DFT, ωB97M-V/def2-TZVPD

Calculated values
Net charge: -1
E_LUMO: 3.0 eV
HOMO energy: -0.086 Ha
SMILES: OCCCNCC[S-]
Frontier orbital gap: 5.37 eV

Last columns: bonded neighbours and bond lengths (Å).
Geometry (Å):
1 O 0.35 3.05 -2.60  C2 1.452, H9 0.960
2 C 0.01 2.06 -1.59  O1 1.452, C3 1.529, H10 1.087, H11 1.089
3 C 0.52 0.67 -1.96  C2 1.529, C4 1.531, H12 1.090, H13 1.092
4 C 1.59 0.17 -0.99  C3 1.531, N5 1.444, H14 1.097, H15 1.097
5 N 1.15 0.13 0.39  C4 1.444, C6 1.480, H16 1.011
6 C -0.22 -0.36 0.62  N5 1.480, C7 1.532, H17 1.090, H18 1.098
7 C -0.32 -1.10 1.96  C6 1.532, S8 1.841, H19 1.097, H20 1.096
8 S -1.71 -2.31 2.02  C7 1.841
9 H 1.29 3.25 -2.58  O1 0.960
10 H -1.08 2.12 -1.57  C2 1.087
11 H 0.44 2.37 -0.64  C2 1.089
12 H -0.26 -0.04 -2.23  C3 1.090
13 H 1.10 0.82 -2.88  C3 1.092
14 H 2.04 -0.76 -1.36  C4 1.097
15 H 2.39 0.92 -1.05  C4 1.097
16 H 1.76 -0.42 0.98  N5 1.011
17 H -0.51 -1.12 -0.11  C6 1.090
18 H -0.89 0.50 0.66  C6 1.098
19 H 0.57 -1.72 2.07  C7 1.097
20 H -0.42 -0.41 2.81  C7 1.096

---

B | Molecular formula: C5H12NOS
Method: DFT, ωB97M-V/def2-TZVPD

Calculated values
Net charge: -1
E_LUMO: 2.9 eV
HOMO energy: -0.091 Ha
SMILES: [O-]CCNCCCS
Frontier orbital gap: 5.36 eV

Last columns: bonded neighbours and bond lengths (Å).
Geometry (Å):
1 O 0.31 -2.86 -1.91  C2 1.294
2 C 1.01 -1.82 -1.59  O1 1.294, C3 1.676, H9 1.185, H10 1.140
3 C 0.07 -0.44 -1.45  C2 1.676, N4 1.476, H11 1.173, H12 1.092
4 N -1.06 -0.79 -0.57  C3 1.476, C5 1.418, H13 0.996
5 C -0.73 -0.52 0.78  N4 1.418, C6 1.512, H14 1.158, H15 1.204
6 C 0.38 0.47 1.06  C5 1.512, C7 1.630, H16 1.135, H17 1.105
7 C 0.06 2.06 0.86  C6 1.630, S8 1.828, H18 1.238, H19 1.080
8 S -0.91 2.92 2.15  C7 1.828, H20 1.272
9 H 2.02 -1.56 -2.15  C2 1.185
10 H 1.32 -2.05 -0.52  C2 1.140
11 H -0.43 -0.35 -2.51  C3 1.173
12 H 0.60 0.51 -1.43  C3 1.092
13 H -1.23 -1.68 -0.98  N4 0.996
14 H -1.65 0.02 1.22  C5 1.158
15 H -0.65 -1.57 1.38  C5 1.204
16 H 1.19 0.22 0.31  C6 1.135
17 H 0.85 0.48 2.05  C6 1.105
18 H 1.11 2.70 0.69  C7 1.238
19 H -0.60 2.28 0.03  C7 1.080
20 H -1.64 1.98 2.60  S8 1.272

---

C | Molecular formula: C5H12NOS
Method: DFT, ωB97M-V/def2-TZVPD

Calculated values
Net charge: -1
E_LUMO: 3.5 eV
HOMO energy: -0.101 Ha
SMILES: CCN[C@H](CO)C[S-]
Frontier orbital gap: 6.20 eV

Last columns: bonded neighbours and bond lengths (Å).
Geometry (Å):
1 C 1.65 -2.40 -2.43  C2 1.526, H9 1.074, H10 1.100, H11 1.095
2 C 1.06 -1.98 -1.09  C1 1.526, N3 1.439, H12 1.103, H13 1.078
3 N 0.27 -0.78 -1.20  C2 1.439, C4 1.485, H14 1.010
4 C 0.06 0.04 0.02  N3 1.485, C5 1.532, C7 1.512, H15 1.094
5 C -0.77 -0.74 1.04  C4 1.532, O6 1.409, H16 1.093, H17 1.094
6 O -0.82 -0.17 2.33  C5 1.409, H18 0.991
7 C -0.58 1.36 -0.37  C4 1.512, S8 1.843, H19 1.090, H20 1.093
8 S -0.46 2.58 1.01  C7 1.843
9 H 2.31 -1.65 -2.83  C1 1.074
10 H 2.26 -3.31 -2.32  C1 1.100
11 H 0.94 -2.64 -3.22  C1 1.095
12 H 0.52 -2.85 -0.68  C2 1.103
13 H 1.91 -1.78 -0.47  C2 1.078
14 H -0.60 -0.96 -1.69  N3 1.010
15 H 1.06 0.21 0.43  C4 1.094
16 H -0.32 -1.74 1.14  C5 1.093
17 H -1.77 -0.85 0.63  C5 1.094
18 H -0.78 0.82 2.19  O6 0.991
19 H -0.15 1.75 -1.29  C7 1.090
20 H -1.64 1.19 -0.54  C7 1.093

---

D | Molecular formula: C5H12NOS
Method: DFT, ωB97M-V/def2-TZVPD

Calculated values
Net charge: -1
E_LUMO: 3.8 eV
HOMO energy: -0.111 Ha
Frontier orbital gap: 6.85 eV

Last columns: bonded neighbours and bond lengths (Å).
Geometry (Å):
1 C 0.22 1.33 -1.67  C5 1.537, H9 1.183, H10 1.151, H11 1.094
2 C 0.10 2.06 0.62  C5 1.610, H12 1.116, H13 1.065, H14 1.096
3 C 1.07 -0.32 0.04  C5 1.541, H15 1.046, H16 1.142, H17 1.145
4 C -3.43 -0.25 1.81  S8 1.948, H18 1.098, H19 1.062, H20 1.126
5 C -0.01 0.73 -0.27  C1 1.537, C2 1.610, C3 1.541, N6 1.452
6 N -1.30 0.07 -0.18  C5 1.452, S8 1.670
7 O -2.09 -2.17 0.86  S8 1.489
8 S -1.66 -0.79 1.21  C4 1.948, N6 1.670, O7 1.489
9 H 0.41 0.37 -2.33  C1 1.183
10 H -0.66 1.83 -2.21  C1 1.151
11 H 1.07 2.00 -1.54  C1 1.094
12 H 1.19 2.33 0.58  C2 1.116
13 H -0.11 1.93 1.65  C2 1.065
14 H -0.63 2.80 0.27  C2 1.096
15 H 2.06 -0.01 -0.04  C3 1.046
16 H 0.75 -0.73 1.06  C3 1.142
17 H 0.96 -1.28 -0.57  C3 1.145
18 H -3.72 -0.77 2.73  C4 1.098
19 H -4.21 -0.40 1.10  C4 1.062
20 H -3.27 0.85 2.01  C4 1.126

---

According to the calculations, the structures order from most to least stable as C, A, D, B.

---

A | Molecular formula: C3H4N2O
Method: DFT, ωB97M-V/def2-TZVPD

Calculated values
Net charge: 0
E_LUMO: -0.4 eV
HOMO energy: -0.349 Ha
Frontier orbital gap: 9.12 eV

Last columns: bonded neighbours and bond lengths (Å).
Geometry (Å):
1 N 1.01 0.50 0.34  C2 1.253, H7 1.018
2 C 1.42 -0.66 0.09  N1 1.253, O3 1.392, H8 1.090
3 O 0.58 -1.62 -0.46  C2 1.392, C4 1.324
4 C -0.41 -1.34 -1.30  O3 1.324, H9 1.121
5 C -2.12 1.12 0.60  N6 1.155, H10 1.081
6 N -3.27 1.22 0.70  C5 1.155
7 H 1.74 1.08 0.75  N1 1.018
8 H 2.41 -1.08 0.28  C2 1.090
9 H -0.31 -0.24 -1.50  C4 1.121
10 H -1.05 1.02 0.50  C5 1.081

---

B | Molecular formula: C3H4N2O
Method: DFT, ωB97M-V/def2-TZVPD

Calculated values
Net charge: 0
E_LUMO (spin up / spin down): -0.3 / -0.3 eV
HOMO energy (spin up / spin down): -0.367 / -0.367 Ha
SMILES: [H]/N=C(/C#N)OC
Frontier orbital gap (spin up / spin down): 9.65 / 9.65 eV

Last columns: bonded neighbours and bond lengths (Å).
Geometry (Å):
1 H -1.28 0.74 -1.68  N2 0.991
2 N -0.74 1.55 -1.85  H1 0.991, C3 1.536
3 C 0.35 1.78 -0.79  N2 1.536, C4 1.400, O6 1.295
4 C 0.68 3.13 -1.01  C3 1.400, N5 1.145
5 N 0.86 4.26 -1.07  C4 1.145
6 O 0.79 1.24 0.30  C3 1.295, C7 1.422
7 C 0.40 -0.08 0.63  O6 1.422, H8 1.155, H9 1.045, H10 1.077
8 H 1.34 -0.54 1.12  C7 1.155
9 H 0.18 -0.70 -0.18  C7 1.045
10 H -0.54 -0.09 1.16  C7 1.077

---

According to the calculations, the structures order from most to least stable as B, A.

---

A | Molecular formula: C3H4N2O
Method: DFT, ωB97M-V/def2-TZVPD

Calculated values
Net charge: 0
E_LUMO: 0.8 eV
HOMO energy: -0.385 Ha
SMILES: Cc1ncon1
Frontier orbital gap: 11.30 eV

Last columns: bonded neighbours and bond lengths (Å).
Geometry (Å):
1 C -1.06 1.12 0.73  C2 1.559, H7 1.155, H8 1.119, H9 1.063
2 C -0.02 0.28 -0.06  C1 1.559, N3 1.447, N6 1.412
3 N 0.03 -0.64 -1.19  C2 1.447, C4 1.304
4 C 1.06 -1.39 -0.95  N3 1.304, O5 1.225, H10 1.146
5 O 1.77 -1.05 -0.01  C4 1.225, N6 1.435
6 N 1.08 -0.06 0.76  C2 1.412, O5 1.435
7 H -1.97 1.07 0.03  C1 1.155
8 H -0.99 2.23 0.86  C1 1.119
9 H -1.22 0.56 1.62  C1 1.063
10 H 1.33 -2.12 -1.80  C4 1.146

---

B | Molecular formula: C3H4N2O
Method: DFT, ωB97M-V/def2-TZVPD

Calculated values
Net charge: 0
E_LUMO: 0.5 eV
HOMO energy: -0.327 Ha
SMILES: NC#[N+][O-].C#C
Frontier orbital gap: 9.38 eV

Last columns: bonded neighbours and bond lengths (Å).
Geometry (Å):
1 N -1.76 -0.24 -0.26  C2 1.351, H5 1.011, H6 1.009
2 C -0.76 -1.14 -0.20  N1 1.351, N3 1.157
3 N 0.22 -1.74 -0.07  C2 1.157, O4 1.226
4 O 1.27 -2.37 0.06  N3 1.226
5 H -1.83 0.34 0.57  N1 1.011
6 H -2.65 -0.61 -0.55  N1 1.009
7 C 1.63 0.89 0.14  C8 1.204, H9 1.073
8 C 1.13 1.99 0.09  C7 1.204, H10 1.068
9 H 2.05 -0.09 0.18  C7 1.073
10 H 0.70 2.96 0.04  C8 1.068

---

C | Molecular formula: C3H4N2O
Method: DFT, ωB97M-V/def2-TZVPD

Calculated values
Net charge: 0
E_LUMO (spin up / spin down): -1.7 / -1.2 eV
HOMO energy (spin up / spin down): -0.314 / -0.318 Ha
Frontier orbital gap (spin up / spin down): 6.82 / 7.43 eV

Last columns: bonded neighbours and bond lengths (Å).
Geometry (Å):
1 O 2.31 0.12 -0.87  C2 1.400, H7 0.972
2 C 0.96 -0.13 -0.64  O1 1.400, N3 1.301, C6 1.363
3 N 1.06 -1.42 -0.53  C2 1.301
4 N -1.37 -1.07 0.12  C5 1.290, H8 1.025
5 C -1.29 0.20 -0.09  N4 1.290, C6 1.423, H9 1.098
6 C -0.06 0.77 -0.53  C2 1.363, C5 1.423, H10 1.077
7 H 2.73 0.20 0.01  O1 0.972
8 H -2.28 -1.34 0.50  N4 1.025
9 H -2.13 0.89 0.10  C5 1.098
10 H 0.09 1.82 -0.73  C6 1.077

---

According to the calculations, the structures order from most to least stable as A, C, B.